DFT (ωB97M-V/def2-TZVPD) results for a 2-piece molecular cluster, C2H7PS2 overall at a distorted geometry.

CARTESIAN COORDINATES (ANGSTROEM)
C1 -0.89293 2.24785 0.52480
S1 -2.31677 1.85175 -0.14029
H1 -0.65476 2.31660 1.62154
H2 -0.11897 2.93195 -0.01622
C2 0.96007 -0.42251 -0.98393
S2 0.46640 -0.36682 0.72456
P1 -1.24866 -1.45972 0.56123
H3 0.19664 -0.01583 -1.57556
H4 1.03884 -1.56095 -1.35469
H5 1.97977 0.08935 -0.98759
H6 -2.18362 -0.53185 0.03039
H7 -1.25023 -1.09164 1.94382

As for the strongest force on any atom: 3.83 eV Å⁻¹. The SMILES is C=S.CSP. Its calculated total energy is -33144.439 eV. Its energy relative to the best compared isomer or geometry (same formula, charge and spin) is 2.7033 eV. As for the net charge: 0. As for the HOMO energy: -8.50 eV.

Löwdin atomic charge list, values in e, 2 entries: -0.689 0.550


DFT (ωB97M-V/def2-TZVPD) results for a 2-piece molecular cluster, C2H7S overall at a distorted geometry.

CARTESIAN COORDINATES (ANGSTROEM)
S1 2.94624 -0.40922 1.06703
H1 3.24138 -0.61387 2.38841
C1 -1.32034 -0.45347 -0.60730
C2 -0.30550 0.64892 -0.32234
H2 -1.92365 -0.60351 0.29069
H3 -2.03226 -0.12101 -1.36310
H4 -0.81402 -1.37062 -0.87902
H5 -0.34913 1.20842 0.62327
H6 -0.14652 1.46841 -1.03247
H7 0.70380 0.24595 -0.16518

As for the strongest force on any atom: 2.11 eV Å⁻¹. Its calculated total energy is -13023.277 eV. Its energy relative to the best compared isomer or geometry (same formula, charge and spin) is 0.3407 eV. As for the net charge: -1. As for the HOMO energy: -2.43 eV.

Löwdin atomic charge list, values in e, 2 entries: -0.339 -0.480